1.
A 10-piece molecular cluster, C6H34N2O9 overall, computed with wB97M-V/def2-TZVPD.

Geometry as XYZ:
```
51
C6H34N2O9 wB97M-V/def2-TZVPD
N -1.5576 -1.0135 -1.6339
H 3.4291 -1.5295 0.9968
H 0.6943 -1.3451 -2.3619
C -2.7554 -0.1727 -1.5679
H 2.9977 -0.6843 -1.1912
O -1.8686 -1.6902 1.7645
H -1.0462 -0.3866 -3.5424
H 0.7524 0.8921 -4.0740
H 0.8773 -3.2436 1.4551
H 1.5000 2.9235 -1.3516
H -0.2098 0.6728 -1.0917
H -3.0873 -0.0871 -0.5522
H -3.5618 -0.4916 -2.2583
O -1.0240 0.1178 -4.4029
H 0.7300 0.5188 3.1411
H 0.3721 2.5409 0.3862
H 2.8030 1.8562 2.7053
H 0.0268 -0.8474 3.0932
C 1.0387 -2.5111 -0.5091
O -3.2382 3.2839 1.8014
O 0.3091 -0.2354 3.7117
H 3.2818 -3.2577 0.5777
H -1.8317 0.2438 -4.8119
C 1.4418 -2.3730 0.9319
H -2.9494 2.4403 1.8144
H 2.1152 0.5522 -0.6900
H -0.0032 -2.8806 -0.6104
O 1.1175 1.5771 -3.4410
H -2.5134 -0.9805 1.9050
C -0.4338 -0.4662 -0.8960
H 1.6399 -3.3150 -0.9475
H 1.6053 1.8575 1.6425
N 2.1418 -0.2593 -1.2803
O 0.6217 2.9444 -1.1447
H 0.0082 2.5521 -1.7563
O 2.5042 1.4538 1.8172
O -0.0358 2.4801 1.3230
H -0.6455 -0.4929 0.2083
H 1.5973 1.0653 -2.8356
H -0.6403 3.2192 1.3512
H 3.0945 -2.8334 2.1172
O -1.9858 1.0121 2.4508
H -1.1863 0.9404 1.8736
C 0.9257 -1.1238 -1.3449
H -2.4896 0.7818 -2.1534
C 2.9547 -2.4936 1.1777
H -1.8452 -1.9035 -1.1637
H -2.3665 -2.5709 1.8191
H -1.6074 1.2509 3.3618
H 1.2368 -1.4980 1.4787
H -2.9341 3.5092 2.7073
```

Orbital gap   9.5 eV
E_tot   -28179.802 eV
Spin multiplicity   1
Energy relative to the best compared isomer or geometry (same formula, charge and spin)   4.1185 eV
SMILES   CCC[C@H](N)CNC.O.O.O.O.O.O.O.O.O


2.
A 12-piece molecular cluster, C6H34NO11 overall, computed with wB97M-V/def2-TZVPD.

Geometry as XYZ:
```
52
C6H34NO11 wB97M-V/def2-TZVPD
O -1.4411 -2.7023 0.8621
O 0.5683 -1.0214 1.5702
H 0.2330 -0.8877 2.4904
C 1.3242 1.9446 0.1524
H 0.0021 3.9831 1.0177
H 2.3354 2.2562 -0.0387
H 0.0107 2.7145 -1.4464
H -1.3944 0.8388 -0.4757
H 0.8744 -0.7193 -1.4701
N -0.0225 -0.6635 -0.9916
H -1.9298 -2.5165 1.6731
H 0.3282 -4.7018 0.7913
O 0.0435 -1.2439 -3.9289
H -1.0833 -0.1212 4.0044
C 1.4124 1.8636 2.5726
H -1.9486 -0.0415 2.7417
H -1.4548 -1.8873 0.3750
H 1.6765 -4.5919 1.5030
O -1.6977 -2.6602 -2.8484
H 1.1417 -3.1188 -0.6048
O 3.3208 1.0789 -2.3710
O -1.3881 -0.6552 3.2654
C 2.6199 1.4290 2.9158
H -0.7473 5.1585 0.3190
H -3.2771 3.1003 -0.2420
H -0.4227 -1.0820 -4.7548
H -2.6536 1.5191 0.8138
H -0.3525 1.4504 1.3300
C -0.5587 0.7366 -1.1590
H -2.0282 -3.5363 -2.5981
H -2.1514 -2.5673 -3.6969
C 0.7036 1.6672 1.2967
O 1.2038 -4.3013 0.7168
O -2.4740 2.5807 -0.3305
C 0.5431 1.7995 -1.1698
H 0.7421 -1.9735 1.6591
H -0.6654 -1.3786 -1.3351
H -3.8373 0.8699 1.6761
H 1.7083 -3.8455 -1.7664
H 4.2407 1.3521 -2.3407
O 1.3471 -2.9786 -1.5538
H -1.7111 3.1417 0.0219
H 3.3129 0.9372 2.2446
H 0.8511 2.4322 3.3197
H 3.2820 0.1331 -2.5406
H 2.9925 1.7618 3.8805
H -0.0343 -2.1934 -3.7901
H 0.1864 -0.8105 0.0449
H 1.2458 1.5290 -1.9551
H -1.2336 0.8439 -2.0074
O -0.8492 4.2606 0.6534
O -2.8937 0.8168 1.5043
```

Orbital gap   9.4 eV
E_tot   -30780.156 eV
Spin multiplicity   1
Energy relative to the best compared isomer or geometry (same formula, charge and spin)   2.9134 eV
Total charge   +1


3.
A 12-piece molecular cluster, C6H36O12 overall, computed with wB97M-V/def2-TZVPD.

Geometry as XYZ:
```
54
C6H36O12 wB97M-V/def2-TZVPD
O 1.5591 1.8363 -5.4450
H -2.9749 -0.6555 4.3414
H 1.0727 2.6575 -5.3720
H -0.3086 -1.4028 -6.3355
H -0.7290 -1.0956 -2.1806
O -4.8041 -2.6552 0.4916
H 0.5140 -2.1846 -1.4826
C -2.1701 4.2685 2.5824
H -3.0054 0.2219 -5.8678
H -2.1900 -0.1753 -0.2757
C 3.2477 -2.5007 4.9555
C 0.0583 -1.1957 -1.4335
H 2.9376 -1.5111 4.6200
O -1.3409 0.2456 -0.1225
H 0.8672 -0.4821 -1.5905
O 0.5074 -1.8189 -6.6132
C -0.5275 -0.8831 -0.0643
O -0.1832 5.3927 3.0220
H 0.7127 5.6054 2.7505
H -5.0743 -3.5542 0.6788
H 4.6201 -1.5783 7.7495
H -1.4716 -0.4778 4.3258
H 3.1497 -2.1652 -4.7364
H -2.7247 4.9074 3.2697
H -1.0198 -1.7738 0.3262
H 5.6664 -3.3144 -0.7454
H 5.0248 -2.3187 -1.6882
H 3.4349 -3.5573 6.8946
H -2.3254 0.9311 -4.7161
O -2.1927 0.2377 -5.3624
H 0.2337 -0.5989 0.6623
H -5.6237 -2.1855 0.3373
H -4.8456 1.0947 -2.8521
H 2.4718 -2.0475 6.9153
H -1.8855 3.3443 3.0855
O -2.1973 -0.7376 4.8934
H 2.5229 -3.2042 4.5459
O 5.1985 -2.4795 -0.7607
H -1.3747 2.9846 -1.4017
H -0.3111 3.8254 -2.0752
H 0.2613 -2.7230 -6.8090
H -1.0929 5.6315 1.2430
H 4.4976 -2.1983 -5.4250
O 4.5007 -1.7958 6.8221
O 4.0904 -2.1712 -4.5591
C 3.3300 -2.5563 6.4762
H 4.1842 -2.8146 4.4946
H -2.8374 3.9690 1.7743
C -0.8834 4.8482 1.9715
H 0.8910 1.1777 -5.6350
H -0.2755 4.0493 1.5471
O -4.8928 0.3273 -2.2819
H -5.0381 -0.4067 -2.8789
O -1.2544 3.6629 -2.0663
```

Orbital gap   9.9 eV
E_tot   -31374.363 eV
Spin multiplicity   1
Energy relative to the best compared isomer or geometry (same formula, charge and spin)   3.5445 eV
SMILES   CCO.CCO.CCO.O.O.O.O.O.O.O.O.O